Entry 1:
Below is an isolated molecule of C7H8 in a non-equilibrium geometry, with properties calculated with ωB97M-V/def2-TZVPD.

Results
- E_HOMO (eV) = -8.8

Each line ends with the natural charge from an NBO analysis.
Cartesian coordinates (Å):
C (0.243, 1.652, -0.704)  -0.42
C (0.349, 2.549, -1.657)  0.21
C (0.272, 1.443, 0.814)  -0.17
C (-0.227, 0.153, 0.722)  0.07
C (-0.280, 0.199, -0.764)  -0.20
C (-0.593, -0.908, 1.659)  -0.67
C (0.659, -0.814, -1.342)  -0.62
H (0.529, 2.115, 1.511)  0.21
H (-1.308, 0.380, -1.388)  0.23
H (-0.008, -1.762, 1.593)  0.23
H (-1.519, -1.274, 1.198)  0.23
H (-0.635, -0.538, 2.777)  0.24
H (1.229, -1.231, -0.558)  0.21
H (1.235, -0.345, -2.178)  0.24
H (0.052, -1.620, -1.683)  0.22

---

Entry 2:
Below is a structure of composition C7H8BrClN5 in a non-equilibrium geometry, with properties calculated with ωB97M-V/def2-TZVPD.

Results
- E_HOMO (eV) = -12.0
- net charge = +1

Each line ends with the natural charge from an NBO analysis.
Cartesian coordinates (Å):
C (-2.118, -0.849, -2.008)  -0.31
C (-2.492, -1.496, -0.861)  0.05
C (-1.075, 0.030, -1.655)  0.08
C (1.780, -1.152, 1.293)  0.08
C (2.709, -0.286, 0.622)  -0.29
C (2.341, 0.880, 0.109)  0.19
C (-0.013, 0.670, 0.578)  0.59
N (-1.670, -1.156, 0.107)  -0.31
N (0.532, -0.882, 1.502)  -0.45
N (-0.808, -0.165, -0.360)  -0.15
N (1.038, 1.326, 0.033)  -0.64
N (-0.945, 1.520, 1.150)  -0.83
Cl (3.428, 2.020, -0.539)  0.11
Br (4.488, -0.745, 0.432)  0.15
H (-2.707, -0.785, -2.901)  0.27
H (-3.386, -2.074, -0.721)  0.26
H (-0.528, 0.724, -2.155)  0.24
H (2.205, -2.006, 1.726)  0.23
H (1.014, 2.255, -0.225)  0.42
H (-1.490, -1.545, 1.087)  0.50
H (-0.660, 2.551, 1.112)  0.42
H (-1.645, 1.165, 1.673)  0.41

---

Entry 3:
Below is the ion C7H8BrN2S2 with charge +1 in a non-equilibrium geometry, with properties calculated with ωB97M-V/def2-TZVPD.

Results
- E_HOMO (eV) = -12.0
- net charge = +1

Each line ends with the natural charge from an NBO analysis.
Cartesian coordinates (Å):
C (1.201, 1.625, -1.275)  -0.42
C (0.774, 0.891, 0.882)  0.02
C (1.456, 0.660, -0.352)  -0.13
C (0.036, 2.035, 0.848)  -0.39
C (0.576, -1.226, 2.027)  0.44
C (-0.747, -1.047, 0.098)  -0.17
C (-2.028, -0.496, -2.117)  -0.73
N (0.925, 0.036, 1.999)  -0.48
N (-0.154, -1.805, 1.086)  -0.61
S (0.138, 2.823, -0.666)  0.54
S (-1.412, -1.904, -1.157)  0.45
Br (2.585, -0.835, -0.641)  0.11
H (1.612, 1.704, -2.262)  0.27
H (0.897, -1.818, 2.877)  0.24
H (-0.568, 2.450, 1.630)  0.26
H (-2.992, -0.766, -2.540)  0.25
H (-1.327, -0.284, -2.919)  0.24
H (-2.121, 0.357, -1.453)  0.25
H (1.408, 0.419, 2.802)  0.45
H (-0.257, -2.821, 1.135)  0.41

---

Entry 4:
Below is an isolated molecule of C7H8Cl2N2O in a non-equilibrium geometry, with properties calculated with ωB97M-V/def2-TZVPD.

Results
- E_HOMO (alpha / beta) (eV) = -7.2 / -8.7
- spin multiplicity = 3

Each line ends with the Löwdin spin population.
Cartesian coordinates (Å):
C (-1.765, -2.036, 0.002)  0.08
C (-0.506, -2.456, 0.276)  0.24
C (-2.008, -0.796, -0.515)  0.91
C (0.482, -1.483, 0.302)  0.01
C (0.842, 2.008, 0.305)  0.02
C (-0.016, 2.081, 1.600)  0.00
C (1.260, 0.398, -1.590)  0.01
N (0.111, -0.244, 0.338)  0.30
N (0.741, 0.730, -0.280)  0.07
O (1.476, 2.908, -0.188)  0.04
Cl (-3.333, 0.210, -0.462)  0.26
Cl (2.170, -2.102, 0.188)  0.03
H (-2.502, -2.865, 0.064)  0.02
H (-0.164, -3.424, 0.181)  0.01
H (0.172, 2.992, 2.188)  0.00
H (-1.125, 2.123, 1.140)  0.00
H (0.057, 1.192, 2.248)  0.00
H (0.801, -0.595, -1.890)  0.00
H (0.984, 1.176, -2.259)  0.00
H (2.325, 0.185, -1.649)  0.00

---

Entry 5:
Below is the ion C7H8ClN2O2 with charge -1 in a non-equilibrium geometry, with properties calculated with ωB97M-V/def2-TZVPD.

Results
- E_HOMO (eV) = -3.8
- net charge = -1

Each line ends with the natural charge from an NBO analysis.
Cartesian coordinates (Å):
C (-0.786, -1.785, -0.764)  -0.06
C (-2.190, 0.606, -0.421)  0.14
C (1.659, -1.910, 0.353)  0.93
C (-1.682, -1.298, -1.642)  -0.08
C (0.001, 0.078, 0.486)  0.17
C (1.042, 2.371, 0.759)  -0.59
C (1.234, 0.882, 0.764)  -0.56
N (-2.164, 0.057, -1.538)  -0.55
N (0.228, -1.123, -0.032)  -0.51
O (2.573, -1.389, -0.229)  -0.69
O (1.392, -2.689, 1.230)  -0.68
Cl (-2.903, -0.196, 1.014)  -0.14
H (-0.435, -2.841, -0.976)  0.19
H (-2.316, 1.684, -0.267)  0.18
H (-2.096, -1.764, -2.542)  0.20
H (0.163, 2.668, 1.318)  0.19
H (0.768, 2.611, -0.336)  0.19
H (1.840, 2.876, 1.150)  0.19
H (1.728, 0.584, 1.763)  0.21
H (1.942, 0.578, -0.091)  0.25

---

Entry 6:
Below is an isolated molecule of C7H8ClN3 in a non-equilibrium geometry, with properties calculated with ωB97M-V/def2-TZVPD.

Results
- E_HOMO (eV) = -8.8
- SMILES = CC1=N[C@H](Cl)c2nccn2C1

Each line ends with the natural charge from an NBO analysis.
Cartesian coordinates (Å):
C (-1.476, 2.694, 0.415)  -0.09
C (-0.256, 2.345, -0.157)  -0.10
C (-1.450, 0.503, 0.307)  0.30
C (0.818, -1.082, 0.191)  0.30
C (0.878, 0.114, -0.692)  -0.29
C (-1.582, -0.998, 0.406)  -0.11
C (1.996, -2.005, 0.051)  -0.66
N (-2.177, 1.534, 0.671)  -0.44
N (-0.212, -1.691, 0.698)  -0.38
N (-0.220, 0.977, -0.132)  -0.34
Cl (-2.151, -1.598, -1.141)  -0.02
H (-1.998, 3.664, 0.570)  0.22
H (0.659, 2.885, -0.379)  0.22
H (1.829, 0.605, -0.368)  0.23
H (0.761, -0.023, -1.748)  0.25
H (-2.174, -1.340, 1.182)  0.23
H (2.561, -1.851, 0.960)  0.23
H (2.646, -1.700, -0.733)  0.21
H (1.550, -3.033, -0.099)  0.25

---

Entry 7:
Below is a structure of composition C7H8CuO2, with properties calculated with ωB97M-V/def2-TZVPD.

Results
- E_HOMO (alpha / beta) (eV) = -8.6 / -8.8
- spin multiplicity = 2

Each line ends with the Löwdin spin population.
Cartesian coordinates (Å):
Cu (0.021, 0.118, -0.188)  0.55
C (-0.762, 1.530, -1.709)  0.01
C (0.356, 0.829, -2.222)  0.11
C (1.509, 1.187, -1.453)  0.03
C (1.090, 2.047, -0.438)  0.06
C (-0.326, 2.249, -0.584)  0.10
H (-1.770, 1.486, -2.089)  0.00
H (0.349, 0.160, -3.068)  0.01
H (2.512, 0.827, -1.616)  0.00
H (1.707, 2.474, 0.336)  0.00
H (-0.941, 2.853, 0.064)  0.01
C (-0.651, -2.746, 2.289)  0.00
C (-0.387, -1.627, 1.328)  0.00
O (-0.451, -0.420, 1.702)  0.06
O (-0.101, -1.877, 0.120)  0.05
H (-0.790, -2.360, 3.294)  0.00
H (0.180, -3.449, 2.262)  0.00
H (-1.545, -3.281, 1.970)  0.00

---

Entry 8:
Below is an isolated molecule of C7H8F2N2 in a non-equilibrium geometry, with properties calculated with ωB97M-V/def2-TZVPD.

Results
- E_HOMO (eV) = -9.3

Each line ends with the natural charge from an NBO analysis.
Cartesian coordinates (Å):
C (-0.200, -0.893, 0.691)  -0.17
C (0.620, 0.142, 0.607)  -0.01
C (-2.454, -0.650, -1.818)  -0.49
C (-1.432, 0.019, -0.856)  0.09
C (-2.898, 0.122, -0.635)  0.66
C (3.162, 0.117, 0.551)  -0.60
C (1.902, 0.354, 1.410)  -0.43
N (0.367, 1.216, -0.229)  -0.12
N (-0.653, 1.110, -0.903)  -0.13
F (-3.493, -0.500, 0.411)  -0.31
F (-3.501, 1.304, -0.800)  -0.31
H (-0.208, -1.662, 1.456)  0.22
H (-2.657, -0.357, -2.868)  0.26
H (-2.682, -1.718, -1.835)  0.26
H (3.479, -0.904, 0.495)  0.21
H (3.932, 0.761, 0.935)  0.21
H (2.894, 0.643, -0.477)  0.21
H (1.982, 1.383, 1.726)  0.23
H (1.841, -0.486, 2.138)  0.21

---

Entry 9:
Below is an isolated molecule of C7H8F4N2 in a non-equilibrium geometry, with properties calculated with ωB97M-V/def2-TZVPD.

Results
- E_HOMO (eV) = -9.6
- SMILES = FN1C2=CCCC[C@@H]2C(F)(F)N1F

Each line ends with the natural charge from an NBO analysis.
Cartesian coordinates (Å):
C (0.332, 1.747, -0.016)  -0.15
C (-0.076, 0.704, 0.706)  0.11
C (1.228, 1.400, -1.206)  -0.45
C (1.076, 0.039, -1.857)  -0.39
C (0.089, -0.925, -1.049)  -0.38
C (0.205, -0.705, 0.453)  -0.39
C (-0.868, -1.468, 1.157)  0.81
N (-1.093, 0.832, 1.796)  0.08
N (-1.510, -0.407, 2.088)  0.03
F (-0.398, -2.428, 1.979)  -0.31
F (-1.806, -1.914, 0.397)  -0.28
F (-2.145, 1.501, 1.131)  -0.26
F (-1.365, -0.651, 3.475)  -0.22
H (0.010, 2.737, 0.210)  0.23
H (0.912, 2.141, -1.926)  0.22
H (2.225, 1.486, -0.801)  0.22
H (0.705, 0.308, -2.955)  0.22
H (2.060, -0.394, -1.874)  0.21
H (-1.038, -0.824, -1.304)  0.23
H (0.321, -1.909, -1.240)  0.21
H (1.136, -1.271, 0.834)  0.26

---

Entry 10:
Below is an isolated molecule of C7H8F4N2 in a non-equilibrium geometry, with properties calculated with ωB97M-V/def2-TZVPD.

Results
- E_HOMO (eV) = -10.1
- SMILES = F/N=C(\F)[C@@]1(F)[C@@H](F)N1C1CCC1

Each line ends with the natural charge from an NBO analysis.
Cartesian coordinates (Å):
C (1.596, -0.840, 0.368)  0.36
C (2.797, -0.113, -0.133)  0.53
C (-2.487, 0.649, -0.908)  -0.40
C (-1.912, 0.639, 0.503)  -0.38
C (-1.241, -0.032, -1.328)  -0.40
C (0.996, -0.540, 1.738)  0.32
C (-0.813, -0.375, 0.076)  -0.06
N (2.609, 1.057, -0.566)  -0.04
N (0.473, -0.053, 0.544)  -0.38
F (1.473, -2.231, -0.051)  -0.35
F (3.887, -0.855, -0.227)  -0.28
F (1.636, 0.361, 2.538)  -0.33
F (3.690, 1.690, -1.109)  -0.22
H (-3.331, 0.018, -0.840)  0.19
H (-2.736, 1.553, -1.317)  0.20
H (-1.572, 1.622, 0.548)  0.21
H (-2.479, 0.364, 1.426)  0.20
H (-1.371, -0.853, -2.010)  0.21
H (-0.712, 0.695, -1.965)  0.23
H (0.592, -1.382, 2.329)  0.18
H (-1.091, -1.374, 0.384)  0.19

---

Entry 11:
Below is a cluster of 2 separate species, C7H8FN3 in total in a non-equilibrium geometry, with properties calculated with ωB97M-V/def2-TZVPD.

Results
- E_HOMO (eV) = -8.8

Each line ends with the natural charge from an NBO analysis.
Cartesian coordinates (Å):
C (1.720, 1.643, 0.461)  -0.24
C (0.694, 2.529, 0.361)  -0.17
C (1.557, 0.268, 0.350)  -0.12
C (-0.616, 2.158, 0.292)  -0.24
C (0.239, -0.201, 0.246)  -0.16
C (-0.806, 0.757, 0.176)  0.19
C (-0.334, -1.511, -0.074)  0.62
N (-2.049, 0.028, 0.084)  -0.40
N (-1.693, -1.361, 0.015)  -0.41
N (0.243, -2.742, 0.260)  -0.76
F (0.161, -1.543, -2.108)  -0.77
H (2.696, 2.170, 0.686)  0.22
H (0.970, 3.577, 0.384)  0.22
H (2.400, -0.439, 0.420)  0.22
H (-1.479, 2.798, 0.153)  0.23
H (-2.582, 0.030, -0.701)  0.38
H (-2.127, -1.892, -0.724)  0.41
H (-0.202, -3.447, -0.286)  0.39
H (1.208, -2.821, 0.004)  0.40

---

Entry 12:
Below is a cluster of 2 separate species, C7H8FOPS in total in a non-equilibrium geometry, with properties calculated with ωB97M-V/def2-TZVPD.

Results
- E_HOMO (alpha / beta) (eV) = -4.4 / -8.8
- spin multiplicity = 3

Each line ends with the Löwdin spin population.
Cartesian coordinates (Å):
C (1.604, -0.112, 1.954)  0.33
C (1.535, -0.673, 0.710)  0.29
C (0.880, 1.001, 2.374)  0.28
C (0.664, -0.105, -0.242)  0.28
C (-0.023, 1.518, 1.439)  0.28
C (-0.052, 1.006, 0.151)  0.33
C (-1.479, -3.633, -1.886)  0.00
O (-1.794, -2.797, -1.107)  0.00
F (-0.848, 1.041, -2.456)  0.02
P (-1.393, 1.660, -1.035)  0.08
S (-0.433, 3.616, -1.105)  0.05
H (2.293, -0.529, 2.739)  0.01
H (2.307, -1.456, 0.504)  0.01
H (0.853, 1.386, 3.408)  0.01
H (0.834, -0.372, -1.267)  0.02
H (-0.742, 2.310, 1.687)  0.01
H (-1.986, -3.614, -2.869)  0.00
H (-1.645, 4.069, -1.349)  0.00
H (-0.575, -4.315, -1.650)  0.00